1.
Density functional theory data (the ωB97M-V functional and the def2-TZVPD basis) for a structure of composition C56H42Cl2N2O5P2ReS in a non-equilibrium geometry.

Last column: Löwdin charge in e.
CARTESIAN COORDINATES (ANGSTROEM)
O1 -2.394 -1.688 0.754  -0.126
H1 1.837 -6.135 -0.560  0.120
C1 -1.776 -3.799 1.669  -0.034
C2 -5.401 1.454 1.391  -0.022
H2 -0.221 3.984 4.321  0.129
H3 0.913 -1.851 -2.467  0.068
S1 0.265 1.289 0.362  0.816
C3 -3.941 0.273 3.498  -0.599
H4 -2.331 0.439 2.119  0.135
H5 6.544 2.461 -2.706  0.128
C4 -0.567 -0.344 -5.064  -0.064
H6 6.836 2.125 -0.374  0.127
C5 0.443 0.652 4.358  -0.106
O2 -2.662 -2.751 -3.836  0.115
H7 -3.182 -5.442 1.567  0.119
C6 1.635 -0.815 -4.216  -0.133
H8 0.362 3.856 -3.139  0.107
H9 0.049 -4.513 -0.077  0.106
C7 0.131 1.397 2.129  -0.334
O3 -2.392 0.852 -0.414  -0.208
C8 3.709 -3.692 0.860  -0.045
C9 -1.457 -2.572 1.272  -0.364
C10 2.473 1.708 -1.172  -0.133
H10 0.840 -3.025 3.481  0.117
Cl1 -2.997 -0.401 4.761  0.813
H11 -1.133 -1.412 -6.833  0.123
C11 3.801 2.155 -1.245  -0.074
C12 -3.119 -4.362 1.647  -0.041
C13 5.835 3.044 -2.117  -0.080
C14 -3.570 1.169 -0.157  -0.105
H12 -0.237 3.461 1.884  0.119
C15 0.746 -1.971 3.725  -0.046
C16 -0.651 3.546 -3.362  -0.063
C17 4.415 2.628 -2.421  -0.127
H13 -4.157 1.664 -0.935  0.152
C18 -3.395 -1.339 1.680  -0.183
C19 -0.041 2.969 3.987  0.025
C20 1.381 -3.069 0.824  -0.368
H14 0.562 -2.776 -1.173  0.022
C21 2.036 1.364 0.145  -0.267
C22 6.004 2.794 -0.593  -0.081
C23 -2.879 4.105 -4.081  -0.056
H15 -3.588 4.836 -4.450  0.115
C24 -1.570 4.481 -3.820  -0.051
C25 0.886 -1.586 5.071  0.015
C26 1.758 1.671 -2.399  -0.289
H16 -5.107 -1.883 2.697  0.136
C27 0.421 -0.123 -4.110  -0.343
C28 2.081 -5.192 -0.087  -0.043
C29 0.252 1.958 4.860  -0.131
C30 0.760 0.466 6.710  -0.077
H17 6.199 3.725 -0.058  0.129
H18 0.055 0.032 7.419  0.127
H19 4.109 2.995 -4.516  0.129
C31 -4.250 -3.660 1.779  -0.027
H20 4.736 -3.465 1.118  0.118
H21 1.835 2.086 -4.486  0.124
H22 2.555 1.116 2.196  0.108
H23 1.012 -2.624 -7.012  0.116
P1 0.151 -1.767 1.063  1.094
H24 1.748 0.384 7.164  0.129
H25 4.180 -5.616 0.033  0.120
Cl2 -7.451 1.995 3.027  0.802
C32 -5.136 0.829 3.753  -0.106
C33 0.483 -1.075 2.702  -0.280
O4 -2.241 -1.217 -2.237  -0.204
H26 1.103 -2.334 5.825  0.128
C34 -1.972 -2.285 -2.971  -0.678
H27 -5.193 -4.195 1.807  0.121
N1 -0.776 -2.901 -2.604  0.057
H28 2.790 -2.236 -5.330  0.114
C35 -3.381 0.129 2.117  -0.183
C36 0.409 1.941 6.362  -0.077
C37 -0.071 2.671 2.607  -0.018
H29 2.957 -1.831 1.617  0.107
P2 0.118 0.944 -2.650  1.015
C38 -2.374 1.856 -3.398  -0.123
C39 2.909 1.378 1.209  -0.036
H30 5.997 4.090 -2.378  0.128
H31 -4.309 2.503 -4.059  0.115
H32 -5.526 0.878 4.761  0.121
C40 1.844 -1.714 -5.252  -0.059
O5 -0.218 2.593 -0.155  -0.430
Re1 -0.926 -0.402 -0.958  1.087
C41 0.720 -0.263 5.387  -0.140
H33 -0.966 -4.443 1.994  0.119
C42 -1.045 2.227 -3.170  -0.331
C43 4.258 1.771 1.075  0.010
C44 -4.145 0.954 1.110  -0.105
H34 2.435 -0.621 -3.510  0.112
C45 3.396 -4.900 0.249  -0.043
H35 -1.258 5.506 -3.973  0.115
C46 2.379 2.135 -3.549  -0.069
H36 -0.514 2.260 6.847  0.128
C47 4.687 2.206 -0.147  -0.130
C48 3.692 2.639 -3.582  0.020
N2 0.160 -2.159 -1.859  -0.066
C49 0.846 -1.931 -6.196  -0.053
C50 1.073 -4.275 0.186  -0.115
C51 -4.298 -2.232 2.064  0.019
C52 -0.354 -1.246 -6.101  -0.041
H37 -2.696 0.835 -3.221  0.086
C53 -3.284 2.795 -3.861  -0.061
H38 4.905 1.775 1.944  0.125
C54 -5.908 1.378 2.677  -0.624
H39 -1.511 0.180 -5.009  0.104
H40 -0.412 -3.583 -3.251  0.157
C55 0.347 0.303 3.002  -0.187
C56 2.710 -2.773 1.140  -0.073
H41 1.187 2.633 6.684  0.129
H42 -5.977 1.945 0.613  0.134

Properties
ΔE to the lowest compared entry with this formula, charge and spin = 328.9 kJ/mol
Total charge = +2
Strongest force on any atom = 3.212 eV/A
LUMO (alpha / beta) = -5.4 / -6.8 eV
Molecular weight = 1174.1 g/mol
Electronic energy = -128545.5673 eV
HOMO-LUMO gap (alpha / beta) = 6.97 / 6.04 eV
2S+1 = 2


2.
Density functional theory data (the ωB97M-V functional and the def2-TZVPD basis) for a structure of composition C8H24CrO2P2 in a non-equilibrium geometry.

Last column: natural (NBO) charge in e.
CARTESIAN COORDINATES (ANGSTROEM)
H1 -4.305 0.312 0.740  0.001
H2 -1.266 3.914 0.238  0.255
H3 2.048 0.027 -0.845  -0.172
C1 0.937 -0.483 1.731  0.513
C2 -1.308 -2.952 0.010  -0.935
H4 -0.242 3.886 -2.491  0.261
H5 2.440 2.921 -0.915  0.255
H6 -1.127 -2.438 -2.918  0.252
O1 0.202 0.439 2.428  -0.559
H7 1.415 4.317 -0.432  0.253
C3 1.594 3.239 -0.288  -0.911
C4 -1.185 2.820 0.319  -0.930
H8 -4.327 -0.430 0.676  -0.001
H9 -0.052 -3.865 -2.736  0.262
O2 1.638 -1.295 2.316  -0.599
H10 -1.115 -2.960 1.093  0.264
H11 0.367 1.590 4.046  0.197
H12 0.615 -2.270 -3.232  0.254
H13 -0.068 -0.116 4.423  0.202
C5 -0.324 2.790 -2.395  -0.921
C6 1.559 -3.316 -0.296  -0.930
Cr1 0.557 -0.113 -0.352  0.744
H14 1.758 -3.087 0.764  0.288
P1 0.158 -2.290 -0.865  0.874
H15 -0.986 2.561 1.369  0.263
C7 0.577 0.548 3.808  -0.277
H16 -1.510 -3.973 -0.349  0.257
H17 -2.137 2.354 0.017  0.243
H18 1.639 0.295 3.948  0.217
H19 0.336 2.332 -3.143  0.249
H20 1.337 -4.381 -0.448  0.249
H21 2.443 -3.004 -0.873  0.257
H22 1.846 3.054 0.767  0.254
H23 -2.184 -2.313 -0.176  0.245
C8 -0.129 -2.773 -2.603  -0.935
P2 0.168 2.158 -0.737  0.812
H24 -1.368 2.503 -2.601  0.250

Properties
ΔE to the lowest compared entry with this formula, charge and spin = 0.0 kJ/mol
Total charge = +1
Strongest force on any atom = 3.334 eV/A
LUMO (alpha / beta) = -4.7 / -3.9 eV
Molecular weight = 266.2 g/mol
Electronic energy = -59770.7717 eV
HOMO-LUMO gap (alpha / beta) = 7.77 / 8.65 eV
2S+1 = 4


3.
Density functional theory data (the ωB97M-V functional and the def2-TZVPD basis) for the ion C5H8N2 with charge +2 in a non-equilibrium geometry.

Last column: natural (NBO) charge in e.
CARTESIAN COORDINATES (ANGSTROEM)
N1 -0.844 1.765 -0.718  -0.181
C1 0.217 -0.192 0.122  0.396
H1 2.180 -2.576 -0.862  0.291
C2 0.371 1.275 -0.330  -0.340
C3 1.077 -2.197 -0.939  0.118
N2 0.642 -1.148 -0.521  -0.239
C4 -1.976 1.862 -0.851  0.535
H2 0.206 0.601 2.019  0.263
H3 -1.282 -0.315 1.691  0.280
H4 -2.983 2.053 -0.964  0.310
H5 1.093 1.595 -1.217  0.334
H6 0.583 -2.908 -1.551  0.268
H7 0.676 1.935 0.562  0.319
C5 -0.147 -0.379 1.608  -0.647
H8 0.187 -1.370 1.952  0.291

Properties
ΔE to the lowest compared entry with this formula, charge and spin = 113.0 kJ/mol
Total charge = +2
Strongest force on any atom = 5.197 eV/A
LUMO = -9.3 eV
Molecular weight = 96.1 g/mol
Electronic energy = -8272.8975 eV
HOMO-LUMO gap = 11.50 eV
SMILES = C#[N+]CC(C)=[N+]=C


4.
Density functional theory data (the ωB97M-V functional and the def2-TZVPD basis) for a structure of composition C5H7N in a non-equilibrium geometry.

Last column: natural (NBO) charge in e.
CARTESIAN COORDINATES (ANGSTROEM)
H1 2.379 -0.297 -0.185  0.219
H2 0.502 1.429 1.381  0.224
H3 -1.930 -1.078 0.120  0.325
H4 -1.517 1.169 -0.505  0.202
H5 0.941 1.522 -1.729  0.236
C1 -0.701 0.612 -0.355  -0.115
C2 -0.281 0.638 1.156  -0.413
H6 0.648 -1.667 1.236  0.211
C3 0.653 0.724 -0.924  -0.230
C4 1.188 -0.306 -0.369  -0.183
H7 -1.024 0.221 1.765  0.200
N1 -0.870 -0.898 -0.375  -0.574
C5 0.157 -0.837 0.582  -0.104

Properties
ΔE to the lowest compared entry with this formula, charge and spin = 512.6 kJ/mol
Total charge = 0
Strongest force on any atom = 7.458 eV/A
LUMO = 1.0 eV
Molecular weight = 81.1 g/mol
Electronic energy = -6783.1998 eV
HOMO-LUMO gap = 9.94 eV